No. 1
{
  "formula": "C3H8N2OS",
  "method": "ωB97M-V/def2-TZVPD",
  "e_homo_ev": -8.5,
  "orbital_gap_ev": 9.28,
  "symbols": ["C", "C", "N", "S", "C", "N", "O", "H", "H", "H", "H", "H", "H", "H", "H"],
  "coordinates": [[-2.410487, 0.921839, -0.496835], [-1.049805, 1.524052, -0.369796], [-0.017014, 0.309977, 0.105575], [-0.353780, -0.402095, 1.642067], [0.503210, -0.311410, -1.113664], [1.604232, -0.944436, -1.491679], [2.250780, -0.809763, -0.255028], [-3.355140, 1.659923, -0.233674], [-2.213809, 0.156171, 0.530988], [-2.432526, 0.325292, -1.292210], [-0.903439, 2.446137, 0.316396], [-0.512564, 1.828847, -1.439208], [0.767937, -0.317591, 2.194457], [-0.149791, -0.286136, -2.021457], [3.085532, -1.266692, -0.703649]],
  "atomic_forces_ev_per_a": [[-0.7, 1.8, 7.8], [4.0, 0.6, -1.4], [0.1, 1.6, -2.6], [-2.3, -0.5, -2.3], [-1.6, -1.3, -3.1], [-4.9, 3.5, 3.4], [6.5, -3.4, -1.5], [2.5, -2.1, -1.1], [-2.0, 2.0, -2.9], [-0.9, -2.3, -3.3], [-0.3, -1.9, -0.9], [-1.6, -0.6, 2.7], [2.8, 0.6, 1.1], [-0.1, 0.5, 1.0], [-1.5, 1.5, 3.0]],
  "mulliken_charge": [-0.617, -0.382, -0.148, -0.157, 0.126, -0.504, -0.379, 0.264, 0.112, 0.309, 0.238, 0.296, 0.109, 0.343, 0.390]
}

***

No. 2
{
  "formula": "C18H29ClN2O3S",
  "method": "ωB97M-V/def2-TZVPD",
  "e_homo_ev": -8.6,
  "orbital_gap_ev": 9.22,
  "symbols": ["C", "C", "O", "C", "C", "C", "C", "C", "Cl", "C", "C", "S", "O", "O", "N", "C", "C", "C", "C", "C", "N", "C", "C", "C", "C", "H", "H", "H", "H", "H", "H", "H", "H", "H", "H", "H", "H", "H", "H", "H", "H", "H", "H", "H", "H", "H", "H", "H", "H", "H", "H", "H", "H", "H"],
  "coordinates": [[2.256766, -1.545754, -1.366272], [0.995952, -1.458550, -2.219646], [0.277405, -0.257073, -1.992074], [0.659925, 0.894686, -2.574713], [1.740190, 1.051337, -3.442897], [2.057510, 2.283443, -3.998696], [3.218547, 2.431494, -4.928610], [1.268261, 3.383819, -3.668054], [1.633719, 4.935111, -4.330611], [0.187484, 3.251008, -2.813637], [-0.110289, 2.018984, -2.275777], [-1.526947, 1.892092, -1.185196], [-2.169062, 3.176418, -1.167857], [-2.312742, 0.746036, -1.533823], [-0.796220, 1.709668, 0.305298], [-0.794958, 0.397307, 0.922135], [0.316647, 0.318859, 1.968822], [0.183000, -0.940347, 2.859568], [-0.183913, -0.529174, 4.300588], [1.528108, -1.679381, 2.915887], [-0.754671, -1.864922, 2.247166], [-2.120420, -1.459563, 1.927191], [-3.113476, -1.741177, 3.067566], [-2.546553, -2.286585, 0.704335], [-2.131550, 0.031078, 1.560590], [2.748553, -2.499849, -1.534889], [2.949301, -0.742556, -1.606027], [1.987892, -1.466600, -0.316350], [1.225613, -1.577182, -3.284580], [0.297174, -2.247044, -1.927932], [2.356713, 0.206446, -3.706847], [2.879207, 2.807560, -5.892506], [3.725326, 1.482374, -5.077314], [3.927735, 3.155231, -4.529753], [-0.443548, 4.086321, -2.556304], [-1.102602, 2.448733, 0.920333], [-0.594906, -0.300031, 0.109034], [1.280916, 0.327394, 1.460992], [0.269174, 1.214025, 2.591482], [-1.060737, 0.111552, 4.321016], [0.643548, 0.013489, 4.752554], [-0.383293, -1.412481, 4.905366], [2.321021, -1.006580, 3.231800], [1.477890, -2.506923, 3.620578], [1.770633, -2.081429, 1.936016], [-0.765118, -2.740847, 2.756520], [-2.829899, -1.226955, 3.981568], [-3.154637, -2.809823, 3.272727], [-4.108611, -1.408772, 2.782729], [-3.601272, -2.134770, 0.493448], [-2.372973, -3.344438, 0.888768], [-1.978316, -1.985952, -0.170180], [-2.934293, 0.228958, 0.850733], [-2.293205, 0.651336, 2.445735]],
  "atomic_forces_ev_per_a": [[-0.3, 0.2, -0.2], [0.3, -0.3, 0.1], [0.1, 0.0, 0.0], [0.1, 0.2, -0.2], [-0.2, -0.2, 0.2], [-0.2, 0.3, 0.1], [0.0, 0.0, 0.0], [-0.1, -0.4, 0.2], [0.0, 0.3, -0.1], [0.0, 0.1, -0.1], [-0.5, -0.3, 0.3], [0.2, 0.3, 0.2], [0.3, 0.1, 0.1], [0.3, -0.1, 0.1], [-0.3, 0.2, -0.7], [-0.1, -0.5, 0.1], [-0.2, -0.2, -0.3], [0.4, 0.1, 0.4], [0.0, -0.1, -0.3], [-0.3, 0.2, 0.0], [0.1, -0.3, -0.1], [-0.5, -0.1, 0.0], [0.2, 0.1, -0.2], [0.0, 0.2, 0.2], [0.3, -0.2, -0.1], [0.1, -0.1, 0.0], [0.1, 0.0, 0.0], [0.0, 0.0, 0.1], [-0.1, 0.0, 0.1], [0.1, 0.1, -0.1], [0.0, -0.1, 0.0], [0.0, 0.0, -0.1], [0.0, -0.1, 0.0], [0.1, 0.0, 0.0], [0.0, 0.2, 0.0], [-0.1, 0.3, 0.0], [0.0, -0.1, 0.2], [0.1, 0.1, 0.0], [0.0, 0.1, 0.1], [-0.1, 0.1, 0.0], [0.1, 0.1, 0.1], [0.0, -0.1, 0.1], [0.1, 0.1, 0.1], [0.0, -0.1, 0.1], [0.0, 0.0, -0.1], [0.0, 0.0, 0.0], [0.0, 0.1, 0.1], [0.0, -0.1, 0.0], [-0.2, 0.0, 0.0], [-0.2, 0.0, -0.1], [0.0, -0.1, 0.0], [0.1, 0.0, -0.2], [-0.1, 0.0, 0.1], [0.0, 0.1, 0.1]],
  "mulliken_charge": [-0.729, -0.692, -0.310, 1.018, -0.828, 0.155, -1.792, 0.455, -0.239, -0.724, -0.096, 1.674, -0.845, -0.624, -0.321, 1.684, -2.146, 2.006, -2.028, -1.835, -0.345, 1.474, -1.836, -1.695, -1.598, 0.466, 0.300, -0.073, 0.497, 0.438, 0.229, 0.389, 0.364, 0.373, 0.596, 0.392, -0.607, 0.311, 0.320, 0.396, 0.478, 0.383, 0.385, 0.477, 0.393, 0.509, 0.334, 0.419, 0.413, 0.441, 0.429, 0.177, 0.695, 0.295]
}

***

No. 3
{
  "formula": "C3H8NOS",
  "method": "ωB97M-V/def2-TZVPD",
  "e_homo_ev": [-9.1, -9.1],
  "spin_multiplicity": 2,
  "orbital_gap_ev": [10.04, 7.10],
  "symbols": ["C", "C", "S", "N", "C", "O", "H", "H", "H", "H", "H", "H", "H", "H"],
  "coordinates": [[-0.267369, 0.081064, 0.479014], [-1.367449, 0.304192, -0.578024], [-2.735769, 1.334943, 0.034620], [0.701576, -0.840582, -0.102432], [2.042812, -0.718669, 0.561088], [2.550770, 0.488453, 0.707839], [0.196470, 1.048851, 0.686982], [-0.830501, -0.329452, 1.319115], [-1.706521, -0.677580, -0.896754], [-0.928837, 0.902241, -1.377164], [-3.291075, 1.552577, -1.159228], [0.986203, -0.482316, -1.011617], [2.046890, -1.307134, 1.488605], [2.602800, -1.356588, -0.152044]],
  "atomic_forces_ev_per_a": [[-1.3, 0.5, -1.1], [0.6, 0.5, 0.0], [0.0, -0.2, 0.4], [1.2, 0.6, 0.8], [-1.7, -1.7, -0.9], [0.5, 0.4, 0.1], [-0.2, 0.0, 0.5], [0.8, -0.2, 0.5], [-0.1, 0.1, -0.3], [0.0, -0.5, -0.3], [0.0, 0.0, -0.1], [-0.8, 0.0, -0.3], [0.1, 0.2, 0.3], [0.9, 0.3, 0.4]],
  "mulliken_charge": [-0.557, -0.689, -0.225, -0.421, -0.385, -0.333, 0.378, 0.327, 0.403, 0.358, 0.121, 0.297, 0.348, 0.378]
}